Entry 1:
DFT (ωB97M-V/def2-TZVPD) results for C10H7PS in the gas phase.

Element x y z (Å)
C  -2.467  -0.866  0.777
C  -2.914  0.399  0.302
C  -1.075  -1.088  0.747
C  -2.072  1.323  -0.187
C  1.864  -0.026  -1.243
C  3.235  -0.141  -1.120
C  -0.198  -0.238  0.111
C  1.214  -0.362  -0.026
C  -0.709  0.985  -0.395
C  2.066  -0.484  1.007
P  0.604  2.095  -0.762
S  3.697  -0.298  0.492
H  -3.215  -1.513  1.244
H  -4.022  0.672  0.331
H  -0.765  -2.092  1.122
H  -2.371  2.307  -0.623
H  1.264  -0.091  -2.144
H  4.087  -0.117  -1.685
H  1.777  -0.463  2.051

Summary:
- orbital gap (alpha / beta) (eV) = 6.005 / 5.935
- ΔE to the lowest compared entry with this formula, charge and spin (eV) = 1.308
- total charge = 0
- E_HOMO (alpha / beta) (eV) = -6.818 / -7.050

Here are the Mulliken charges for atoms 1 to 6, given in e: atom 1 (C): -0.72, atom 2 (C): -0.19, atom 3 (C): -0.30, atom 4 (C): -0.63, atom 5 (C): -1.14, atom 6 (C): -0.27



Entry 2:
DFT (ωB97M-V/def2-TZVPD) results for 2 unconnected molecules or ions with the total composition C3H9NO.

Element x y z (Å)
C  -0.460  0.079  -0.837
C  -0.410  0.314  0.477
N  -0.309  1.630  1.039
C  -0.608  1.499  2.430
H  0.184  0.415  -1.641
H  -1.286  -0.543  -1.224
H  -0.397  -0.491  1.223
H  -0.812  2.351  0.497
H  0.363  1.309  2.967
H  -1.172  0.585  2.746
H  -1.090  2.410  2.853
O  1.589  -2.969  -2.702
H  0.652  -2.934  -2.574
H  1.882  -2.102  -2.920

Summary:
- orbital gap (eV) = 8.712
- ΔE to the lowest compared entry with this formula, charge and spin (eV) = 3.284
- total charge = 0
- E_HOMO (eV) = -7.774
- structure (SMILES) = C=CNC.O

Here are the Mulliken charges for atoms 1 to 6, given in e: atom 1 (C): -0.85, atom 2 (C): 0.06, atom 3 (N): -0.29, atom 4 (C): -0.77, atom 5 (H): 0.25, atom 6 (H): 0.19



Entry 3:
DFT (ωB97M-V/def2-TZVPD) results for C2HF3NP in the gas phase.

Element x y z (Å)
N  -0.202  2.071  -1.510
C  -0.294  1.006  -1.147
C  -0.540  -0.056  -0.140
F  -1.805  0.120  0.377
F  -0.570  -1.372  -0.507
P  0.823  0.026  1.226
F  0.627  -1.507  1.610
H  1.960  -0.288  0.092

Summary:
- orbital gap (eV) = 11.025
- ΔE to the lowest compared entry with this formula, charge and spin (eV) = 0.502
- total charge = 0
- E_HOMO (eV) = -11.053
- structure (SMILES) = N#CC(F)(F)PF

Here are the Mulliken charges for atoms 1 to 6, given in e: atom 1 (N): -0.31, atom 2 (C): 0.06, atom 3 (C): 0.67, atom 4 (F): -0.23, atom 5 (F): -0.22, atom 6 (P): 0.18



Entry 4:
DFT (ωB97M-V/def2-TZVPD) results for 3 unconnected molecules or ions with the total composition C7H18N2.

Element x y z (Å)
C  -0.362  -1.383  0.636
C  0.931  0.789  -0.111
C  0.958  -0.641  0.280
C  -1.394  -0.771  -1.155
C  1.316  1.791  0.939
C  -1.281  1.188  -0.280
C  1.425  1.129  -1.491
N  -0.279  -2.766  0.565
N  -1.111  -1.009  1.742
H  0.323  -3.138  -0.158
H  -1.149  -3.238  0.769
H  -0.951  -1.534  2.595
H  -1.175  -0.020  1.910
H  1.560  -0.771  1.189
H  1.437  -1.253  -0.494
H  -1.762  -0.138  -1.965
H  -2.250  -1.376  -0.851
H  -0.601  -1.349  -1.636
H  2.522  1.239  -1.539
H  2.353  2.150  0.867
H  0.703  2.702  0.885
H  1.208  1.397  1.955
H  -1.104  1.971  -1.013
H  -1.107  1.553  0.731
H  -2.359  1.014  -0.311
H  1.017  2.088  -1.832
H  1.133  0.377  -2.227

Summary:
- orbital gap (eV) = 6.800
- ΔE to the lowest compared entry with this formula, charge and spin (eV) = 6.510
- total charge = 0
- E_HOMO (eV) = -6.131

Here are the Mulliken charges for atoms 1 to 6, given in e: atom 1 (C): 0.80, atom 2 (C): 1.47, atom 3 (C): -1.49, atom 4 (C): -1.37, atom 5 (C): -1.60, atom 6 (C): -1.53



Entry 5:
DFT (ωB97M-V/def2-TZVPD) results for CH3ClOS2 in the gas phase.

Element x y z (Å)
C  1.032  0.642  0.344
O  -0.370  -1.863  0.012
S  -0.766  1.078  0.518
S  -1.502  -0.962  -0.003
Cl  -2.259  -0.430  -1.910
H  1.259  0.552  -0.716
H  0.970  -0.413  0.805
H  1.636  1.396  0.951

Summary:
- orbital gap (eV) = 9.120
- ΔE to the lowest compared entry with this formula, charge and spin (eV) = 0.606
- total charge = 0
- E_HOMO (eV) = -9.536

Here are the Mulliken charges for atoms 1 to 6, given in e: atom 1 (C): -0.67, atom 2 (O): -0.46, atom 3 (S): -0.10, atom 4 (S): 0.53, atom 5 (Cl): -0.16, atom 6 (H): 0.28



Entry 6:
DFT (ωB97M-V/def2-TZVPD) results for a molecular structure, C8H20BeCl5NO5.

Element x y z (Å)
Be  0.642  -1.505  3.657
C  3.066  -3.873  -0.996
C  1.722  -3.418  -0.471
C  0.549  -3.595  -1.427
O  -0.510  -2.783  -0.983
C  -0.613  -1.580  -1.723
N  1.478  -4.229  0.787
H  2.172  -4.016  1.510
H  0.541  -4.118  1.181
H  1.677  -5.232  0.675
H  3.058  -4.931  -1.266
H  3.889  -3.651  -0.311
H  3.375  -3.324  -1.887
H  1.736  -2.368  -0.179
H  0.259  -4.652  -1.382
H  0.777  -3.329  -2.459
H  -0.634  -1.747  -2.801
H  0.216  -0.929  -1.418
H  -1.493  -0.980  -1.498
Cl  -0.065  0.925  1.804
O  0.590  1.911  2.584
O  0.790  -0.222  1.451
O  -1.213  0.436  2.532
O  -0.499  1.552  0.587
Cl  3.441  3.468  -1.736
C  2.170  3.114  -0.541
C  1.000  4.023  -0.832
Cl  0.401  3.692  -2.468
H  2.605  3.189  0.455
H  1.917  2.071  -0.733
H  1.378  5.044  -0.836
H  0.149  3.923  -0.158
Cl  -5.208  1.467  1.412
C  -4.035  2.804  1.437
C  -4.654  4.035  0.818
Cl  -3.399  5.283  0.782
H  -3.201  2.471  0.801
H  -3.525  2.846  2.398
H  -5.494  4.409  1.403
H  -5.056  3.819  -0.168

Summary:
- orbital gap (eV) = 2.069
- total charge = +2
- E_HOMO (eV) = -14.932

Here are the Mulliken charges for atoms 1 to 6, given in e: atom 1 (Be): 0.92, atom 2 (C): -1.65, atom 3 (C): 0.68, atom 4 (C): -0.73, atom 5 (O): -0.35, atom 6 (C): -0.68